[1]
Density functional theory data (the ωB97M-V functional and the def2-TZVPD basis) for a 2-piece molecular cluster, C5H12N2O overall.

Positions of all 20 atoms, in Å:
C -1.285 0.028 -0.045
C -1.022 -1.007 0.980
C -1.588 1.430 0.409
N -0.462 -2.172 0.785
C 1.601 0.134 -0.238
N 1.528 0.116 -1.617
C 2.006 1.173 0.499
O -0.568 -2.611 -0.561
H -0.335 -3.550 -0.496
H 1.450 -0.852 0.227
H -0.914 -0.146 -1.052
H 1.876 0.936 -2.092
H 1.674 -0.776 -2.058
H -2.312 -0.723 0.076
H -0.899 -0.655 2.000
H -0.683 2.032 0.389
H -2.311 1.906 -0.259
H -2.000 1.487 1.416
H 2.159 2.151 0.071
H 2.084 1.097 1.566

The value obtained for the HOMO-LUMO gap is 9.11 eV. The calculation puts the energy relative to the best compared isomer or geometry (same formula, charge and spin) at 5.138 eV. The value obtained for the molecular weight is 116.2 g mol⁻¹. As for the LUMO energy: 0.957 eV. Its total energy is -382.31370 hartree. The HOMO energy comes out at -8.15 eV.



[2]
Density functional theory data (the ωB97M-V functional and the def2-TZVPD basis) for a 2-piece molecular cluster, C2H2F2O3 overall.

Positions of all 9 atoms, in Å:
C 1.441 -0.130 0.077
C -1.319 -0.044 0.315
O 1.702 0.089 1.202
O 1.142 -1.259 -0.519
O -1.085 1.160 0.049
F 1.461 0.836 -0.858
F -2.592 -0.369 -0.024
H 1.044 -1.979 0.120
H -1.795 1.696 -0.362

The value obtained for the HOMO-LUMO gap is 11.05 eV. The calculation puts the energy relative to the best compared isomer or geometry (same formula, charge and spin) at 2.165 eV. The value obtained for the molecular weight is 112.0 g mol⁻¹. As for the LUMO energy: 0.594 eV. Its total energy is -502.81183 hartree. The HOMO energy comes out at -10.45 eV.



Question: What is the molecular weight in the second record?
Answer: 112.0 g mol⁻¹